Run 1
{
  "formula": "C3H2N2O2",
  "method": "ωB97M-V/def2-TZVPD",
  "multiplicity": 1,
  "gap_ev": 10.3,
  "lumo_ev": -0.05,
  "total_charge": 0,
  "homo_energy_ev": -10.35,
  "symbols": ["N", "C", "O", "C", "O", "C", "N", "H", "H"],
  "xyz": [[-1.42, -0.63, 0.22], [-0.14, -0.24, 0.58], [0.75, -0.74, -0.26], [1.96, -0.01, -0.12], [2.90, -0.26, -0.80], [-1.98, 0.62, 0.19], [-2.31, 1.73, 0.12], [-1.61, -1.27, -0.56], [1.84, 0.79, 0.63]],
  "nbo_charge": [-0.668, 0.373, -0.524, 0.646, -0.482, 0.394, -0.311, 0.414, 0.157]
}


Run 2
{
  "formula": "C3H2N2O2",
  "method": "ωB97M-V/def2-TZVPD",
  "multiplicity": 1,
  "gap_ev": 10.8,
  "lumo_ev": -0.37,
  "total_charge": 0,
  "smiles": "O=Cc1ncno1",
  "homo_energy_ev": -11.12,
  "symbols": ["O", "C", "C", "N", "C", "N", "O", "H", "H"],
  "xyz": [[2.74, 0.03, 0.60], [1.63, 0.42, 0.41], [0.48, -0.15, -0.39], [-0.26, -1.04, 0.21], [-1.52, -0.61, -0.12], [-1.57, 0.43, -0.91], [-0.23, 0.73, -1.10], [1.13, 1.25, 0.96], [-2.40, -1.05, 0.33]],
  "nbo_charge": [-0.437, 0.401, 0.385, -0.445, 0.129, -0.112, -0.277, 0.136, 0.219]
}


Run 3
{
  "formula": "C3H2N2O2",
  "method": "ωB97M-V/def2-TZVPD",
  "multiplicity": 1,
  "gap_ev": 11.2,
  "lumo_ev": -0.26,
  "total_charge": 0,
  "smiles": "[H]/N=C(/C#N)OC=O",
  "homo_energy_ev": -11.51,
  "symbols": ["H", "N", "C", "C", "N", "O", "C", "O", "H"],
  "xyz": [[1.05, 1.41, 0.55], [1.21, 0.49, 0.96], [0.44, -0.37, 0.47], [0.49, -1.77, 0.91], [0.54, -2.87, 1.26], [-0.55, -0.26, -0.49], [-0.92, 0.96, -1.00], [-0.38, 2.02, -0.78], [-1.79, 0.80, -1.64]],
  "nbo_charge": [0.391, -0.554, 0.434, 0.207, -0.235, -0.498, 0.656, -0.547, 0.146]
}


Run 4
{
  "formula": "C3H2N2O2",
  "method": "ωB97M-V/def2-TZVPD",
  "multiplicity": 1,
  "gap_ev": 10.0,
  "lumo_ev": -0.46,
  "total_charge": 0,
  "smiles": "O=c1cnocn1",
  "homo_energy_ev": -10.46,
  "symbols": ["O", "C", "C", "N", "O", "C", "N", "H", "H"],
  "xyz": [[-2.36, 0.01, -0.15], [-1.13, 0.04, 0.06], [-0.23, 1.19, 0.04], [1.04, 1.13, 0.03], [1.63, -0.06, -0.09], [0.79, -1.17, -0.07], [-0.48, -1.25, 0.21], [-0.56, 2.15, 0.16], [1.31, -2.04, -0.18]],
  "nbo_charge": [-0.503, 0.558, -0.080, -0.025, -0.296, 0.399, -0.456, 0.224, 0.181]
}


In kJ/mol, relative to the most stable structure: run 1 218.2; run 2 143.9; run 3 0.0; run 4 158.6.


Run 1
{
  "formula": "C24H14F7KN2O3",
  "method": "ωB97M-V/def2-TZVPD",
  "multiplicity": 1,
  "gap_ev": 5.2,
  "lumo_ev": 4.39,
  "total_charge": -2,
  "homo_energy_ev": -0.84,
  "symbols": ["K", "C", "O", "C", "C", "C", "C", "C", "C", "N", "N", "C", "C", "O", "C", "C", "C", "C", "C", "C", "C", "C", "H", "H", "H", "H", "H", "H", "H", "H", "H", "H", "H", "H", "H", "F", "C", "C", "F", "C", "F", "C", "O", "C", "F", "C", "F", "F", "C", "F", "H"],
  "xyz": [[0.34, 0.79, -1.75], [3.33, 2.09, -1.63], [2.65, 1.33, -0.64], [2.93, 1.58, 0.67], [4.03, 2.31, 1.09], [4.27, 2.48, 2.45], [3.40, 1.94, 3.38], [2.29, 1.21, 2.94], [1.99, 1.04, 1.58], [0.85, 0.32, 1.09], [0.06, -0.04, 2.01], [-1.07, -0.77, 1.81], [-1.59, -1.34, 0.53], [-1.07, -1.17, -0.56], [-2.79, -2.19, 0.68], [-3.36, -2.54, 1.85], [-2.85, -2.01, 3.07], [-3.46, -2.42, 4.28], [-3.03, -1.95, 5.49], [-1.98, -1.00, 5.50], [-1.38, -0.59, 4.32], [-1.77, -1.09, 3.04], [4.40, 1.90, -1.58], [3.15, 3.18, -1.48], [2.93, 1.78, -2.59], [4.74, 2.69, 0.35], [5.13, 3.03, 2.80], [3.63, 2.02, 4.44], [1.60, 0.78, 3.66], [-3.14, -2.60, -0.27], [-4.19, -3.25, 1.91], [-4.22, -3.17, 4.25], [-3.48, -2.31, 6.42], [-1.61, -0.61, 6.44], [-0.55, 0.10, 4.37], [-2.32, -2.71, -6.92], [-1.37, -2.05, -6.19], [-0.86, -2.57, -5.02], [-1.27, -3.80, -4.62], [0.06, -1.85, -4.26], [0.54, -2.42, -3.12], [0.61, -0.61, -4.67], [1.53, 0.02, -4.05], [0.02, -0.12, -5.87], [0.46, 1.07, -6.36], [-0.93, -0.80, -6.61], [-1.40, -0.25, -7.74], [-2.32, 3.31, -1.86], [-1.04, 3.27, -1.11], [-0.48, 4.60, -1.45], [-1.39, 3.40, -0.07]],
  "nbo_charge": [0.877, -0.264, -0.522, 0.375, -0.334, -0.223, -0.256, -0.208, 0.050, -0.279, -0.178, -0.112, 0.468, -0.645, -0.281, -0.163, -0.146, -0.186, -0.285, -0.215, -0.239, 0.091, 0.158, 0.185, 0.230, 0.212, 0.191, 0.195, 0.222, 0.209, 0.190, 0.188, 0.191, 0.190, 0.220, -0.330, 0.164, 0.305, -0.329, 0.201, -0.318, 0.266, -0.783, 0.217, -0.326, 0.267, -0.318, -0.488, 0.015, -0.489, 0.040]
}


Run 2
{
  "formula": "C24H14F7KN2O3",
  "method": "ωB97M-V/def2-TZVPD",
  "multiplicity": 1,
  "gap_ev": 6.1,
  "lumo_ev": 4.41,
  "total_charge": -2,
  "homo_energy_ev": -1.70,
  "symbols": ["K", "C", "O", "C", "C", "C", "C", "C", "C", "N", "N", "C", "C", "O", "C", "C", "C", "C", "C", "C", "C", "C", "H", "H", "H", "H", "H", "H", "H", "H", "H", "H", "H", "H", "H", "F", "C", "C", "F", "C", "F", "C", "O", "C", "F", "C", "F", "F", "C", "F", "H"],
  "xyz": [[14.33, 10.26, 3.86], [11.35, 8.09, 3.90], [11.30, 9.49, 3.63], [10.09, 10.16, 3.74], [8.89, 9.42, 3.70], [7.68, 10.06, 3.90], [7.61, 11.43, 4.01], [8.79, 12.17, 3.99], [10.05, 11.57, 3.86], [11.25, 12.35, 3.91], [11.01, 13.55, 3.86], [11.94, 14.48, 4.05], [13.32, 14.25, 4.50], [13.70, 13.13, 4.91], [14.20, 15.42, 4.54], [13.73, 16.70, 4.31], [12.37, 16.94, 4.01], [11.83, 18.27, 4.00], [10.48, 18.47, 3.77], [9.61, 17.36, 3.52], [10.13, 16.11, 3.61], [11.50, 15.84, 3.90], [10.97, 7.92, 4.93], [12.41, 7.85, 3.83], [10.73, 7.52, 3.21], [8.96, 8.33, 3.64], [6.73, 9.50, 3.85], [6.64, 11.87, 4.12], [8.66, 13.24, 4.11], [15.26, 15.22, 4.67], [14.45, 17.52, 4.39], [12.49, 19.13, 4.21], [10.07, 19.46, 3.75], [8.56, 17.56, 3.31], [9.44, 15.31, 3.39], [20.32, 14.98, 4.74], [19.54, 13.97, 4.32], [18.16, 14.19, 3.92], [17.65, 15.38, 4.21], [17.35, 13.21, 3.39], [16.17, 13.60, 3.00], [17.89, 11.89, 3.23], [17.01, 10.97, 2.82], [19.29, 11.60, 3.54], [19.76, 10.37, 3.49], [20.03, 12.67, 4.05], [21.27, 12.52, 4.53], [13.90, 6.17, 3.95], [14.55, 7.45, 3.92], [15.52, 7.39, 5.02], [15.17, 7.28, 2.99]],
  "nbo_charge": [0.934, -0.281, -0.519, 0.289, -0.306, -0.229, -0.257, -0.228, 0.133, -0.266, -0.201, -0.095, 0.435, -0.669, -0.268, -0.171, -0.164, -0.183, -0.280, -0.238, -0.216, 0.085, 0.160, 0.253, 0.149, 0.213, 0.189, 0.192, 0.223, 0.226, 0.194, 0.195, 0.185, 0.192, 0.214, -0.319, 0.164, 0.266, -0.323, 0.267, -0.305, 0.259, -0.813, 0.198, -0.304, 0.262, -0.336, -0.471, -0.013, -0.474, 0.050]
}


In kJ/mol, relative to the most stable structure: run 1 0.0; run 2 115.4.


Run 1
{
  "formula": "C7H17N2S",
  "method": "ωB97M-V/def2-TZVPD",
  "multiplicity": 1,
  "gap_ev": 8.4,
  "lumo_ev": -3.03,
  "total_charge": 1,
  "homo_energy_ev": -11.39,
  "symbols": ["C", "C", "C", "C", "C", "C", "C", "N", "N", "S", "H", "H", "H", "H", "H", "H", "H", "H", "H", "H", "H", "H", "H", "H", "H", "H", "H"],
  "xyz": [[2.12, 0.22, -1.59], [1.34, -0.06, -0.31], [1.40, -0.40, -2.78], [-0.77, -0.12, -1.64], [-0.08, 0.47, -0.44], [-0.77, -1.32, 3.18], [-1.81, 1.21, 3.09], [-1.02, -0.13, 0.87], [0.03, 0.18, -2.87], [-0.45, 0.25, 2.28], [2.23, 1.30, -1.74], [3.13, -0.20, -1.51], [1.30, -1.13, -0.13], [1.83, 0.40, 0.55], [1.94, -0.20, -3.71], [1.31, -1.48, -2.64], [-0.85, -1.20, -1.52], [-1.77, 0.29, -1.75], [-0.13, 1.56, -0.41], [-1.82, -1.39, 3.46], [-0.14, -1.36, 4.06], [-0.52, -2.13, 2.50], [-1.75, 2.23, 2.72], [-1.65, 1.19, 4.16], [-2.76, 0.77, 2.82], [0.12, 1.20, -2.95], [-0.45, -0.17, -3.70]],
  "nbo_charge": [-0.422, -0.440, -0.227, -0.247, -0.070, -0.766, -0.779, -0.968, -0.491, 1.036, 0.211, 0.252, 0.219, 0.239, 0.236, 0.227, 0.239, 0.247, 0.202, 0.237, 0.236, 0.249, 0.235, 0.232, 0.240, 0.431, 0.442]
}


Run 2
{
  "formula": "C7H17N2S",
  "method": "ωB97M-V/def2-TZVPD",
  "multiplicity": 1,
  "gap_ev": 8.9,
  "lumo_ev": -4.20,
  "total_charge": 1,
  "homo_energy_ev": -13.06,
  "symbols": ["C", "C", "C", "C", "C", "C", "C", "N", "N", "S", "H", "H", "H", "H", "H", "H", "H", "H", "H", "H", "H", "H", "H", "H", "H", "H", "H"],
  "xyz": [[-1.09, -1.28, -0.40], [-0.01, -1.95, 0.41], [1.95, -0.38, 0.23], [-1.43, 0.19, -0.18], [-1.58, 0.66, 1.24], [-2.76, 0.51, -0.95], [3.81, 1.35, 0.49], [-0.37, 0.98, -0.85], [1.36, -1.56, -0.05], [3.31, 0.04, -0.65], [-0.95, -1.29, -1.46], [-1.95, -1.88, -0.16], [-0.22, -1.84, 1.39], [-0.10, -3.05, 0.11], [1.31, 0.40, 0.77], [-2.27, 1.53, 1.37], [-0.58, 0.96, 1.57], [-1.91, -0.19, 1.92], [-2.94, 1.55, -0.96], [-3.62, 0.06, -0.47], [-2.60, 0.18, -1.92], [2.90, 1.68, 0.97], [4.31, 2.06, -0.17], [4.61, 1.01, 1.16], [-0.75, 1.91, -0.91], [1.91, -2.18, -0.69], [-0.33, 0.55, -1.82]],
  "nbo_charge": [-0.419, -0.218, 0.001, 0.114, -0.630, -0.604, -0.721, -0.860, -0.490, 0.439, 0.210, 0.237, 0.226, 0.236, 0.280, 0.242, 0.196, 0.222, 0.211, 0.220, 0.201, 0.238, 0.253, 0.253, 0.375, 0.431, 0.359]
}


In kJ/mol, relative to the most stable structure: run 1 79.9; run 2 0.0.


Run 1
{
  "formula": "C5H7NO3S",
  "method": "ωB97M-V/def2-TZVPD",
  "multiplicity": 1,
  "gap_ev": 9.7,
  "lumo_ev": 0.40,
  "total_charge": 0,
  "smiles": "O=C(O)[C@H]1NCCSC1=O",
  "homo_energy_ev": -9.28,
  "symbols": ["O", "C", "O", "C", "N", "C", "C", "S", "C", "O", "H", "H", "H", "H", "H", "H", "H"],
  "xyz": [[2.26, 0.78, 1.00], [1.71, -0.12, 0.48], [1.82, -1.34, 0.95], [0.81, -0.01, -0.70], [-0.26, -0.88, -0.72], [-1.53, -0.58, 0.01], [-1.20, 0.57, 1.02], [-0.83, 2.14, 0.08], [0.53, 1.54, -0.94], [1.11, 2.23, -1.70], [1.38, -2.12, 0.45], [1.33, -0.25, -1.56], [-0.54, -1.08, -1.64], [-1.94, -1.47, 0.68], [-2.21, -0.26, -0.67], [-2.12, 0.68, 1.68], [-0.33, 0.17, 1.59]],
  "nbo_charge": [-0.540, 0.778, -0.690, -0.287, -0.625, -0.212, -0.547, 0.196, 0.445, -0.520, 0.517, 0.250, 0.374, 0.194, 0.189, 0.251, 0.225]
}


Run 2
{
  "formula": "C5H7NO3S",
  "method": "ωB97M-V/def2-TZVPD",
  "multiplicity": 1,
  "gap_ev": 9.1,
  "lumo_ev": 0.43,
  "total_charge": 0,
  "homo_energy_ev": -8.70,
  "symbols": ["C", "C", "C", "C", "C", "N", "O", "O", "O", "S", "H", "H", "H", "H", "H", "H", "H"],
  "xyz": [[2.18, -0.72, -0.87], [0.71, -0.41, -0.88], [2.44, -0.87, 0.44], [0.38, -0.35, 0.42], [-0.91, 0.30, 0.99], [-0.75, 1.75, 0.98], [-2.04, 0.43, -1.36], [-2.40, -1.69, 0.18], [1.37, -0.66, 1.25], [-2.54, -0.24, 0.14], [2.81, -1.00, -1.65], [0.06, -0.01, -1.67], [3.48, -1.13, 0.92], [-1.20, 0.06, 2.00], [-1.21, 2.28, 0.17], [0.18, 2.03, 1.05], [-2.55, 0.22, -2.11]],
  "nbo_charge": [-0.312, -0.305, 0.087, 0.248, -0.245, -0.856, -0.930, -0.908, -0.409, 1.472, 0.227, 0.253, 0.210, 0.218, 0.382, 0.371, 0.498]
}


In kJ/mol, relative to the most stable structure: run 1 0.0; run 2 180.1.